w) DFT (ωB97M-V/def2-TZVPD) results for an isolated molecule of HN2O3P.

- LUMO level (alpha / beta): -0.8 / -0.6 eV
- SMILES: O=NOPN=O
- Charge: 0
- Highest occupied orbital energy (alpha / beta): -8.75 / -8.40 eV
- Frontier orbital gap (alpha / beta): 7.965 / 7.768 eV

Bonds (Å) are listed after each position.
Geometry (Å):
1 N -1.8290 -0.1829 0.4937  O3 1.157, O4 1.508
2 N 1.2493 -0.5944 0.4330  O5 1.167, P6 1.613
3 O -2.8233 0.4056 0.4255  N1 1.157
4 O -0.7906 0.4815 -0.3744  N1 1.508, P6 1.649
5 O 2.0139 -1.4481 0.6507  N2 1.167
6 P 0.7121 0.0874 -0.9261  N2 1.613, O4 1.649, H7 1.405
7 H 1.4675 1.2510 -0.7024  P6 1.405

x) DFT (ωB97M-V/def2-TZVPD) results for a 2-piece molecular cluster, HN2O3P overall.

- LUMO level (alpha / beta): -0.4 / -0.4 eV
- SMILES: [O-][N+]#P.O=NO
- Charge: 0
- Highest occupied orbital energy (alpha / beta): -9.74 / -9.74 eV
- Frontier orbital gap (alpha / beta): 9.323 / 9.323 eV

Bonds (Å) are listed after each position.
Geometry (Å):
1 N 0.4123 -0.7719 2.4473  O4 1.183, P6 1.475
2 N -0.4192 0.6910 -2.3956  O3 1.176, O5 1.378
3 O -0.7356 1.7919 -2.6611  N2 1.176
4 O 0.6534 -0.6868 3.6020  N1 1.183
5 O -0.2450 0.4304 -1.0535  N2 1.378, H7 0.982
6 P -0.0291 -1.1145 1.0818  N1 1.475
7 H 0.3633 -0.3401 -1.0209  O5 0.982

The most stable of them is x).